# 1
Below is a cluster of 8 separate species, C4H25N2O9 in total at a distorted geometry, with properties calculated with ωB97M-V with the def2-TZVPD basis set.

Multiplicity: 1
Net charge: -1
LUMO energy: 2.85 eV

The geometry in XYZ format:
```
40
Properties=species:S:1:pos:R:3:forces:R:3
O 1.2259 -2.4326 0.4920 -0.1 0.6 1.8
O -0.3386 2.3683 3.4950 -0.1 0.2 0.5
O 1.5160 -0.9534 3.1476 0.0 -0.3 0.3
O -1.2673 -2.0223 -3.2260 -0.1 -0.9 -1.0
O -0.5106 2.5892 -3.5284 0.9 0.7 1.4
O -3.4019 1.8008 0.1223 -0.3 1.4 -0.7
O -1.2997 -3.3627 0.9620 -1.9 0.3 1.0
O 3.7406 -1.5844 0.4059 -0.1 0.2 0.1
O 0.7223 -1.3656 -1.7755 0.1 -0.5 1.3
N -1.5443 1.0679 1.2980 0.5 2.2 0.3
N 1.4122 0.8560 -1.2026 -2.8 0.0 1.3
C -2.1928 2.2607 0.8159 -1.3 -2.3 0.0
C 0.2982 1.3189 -0.2724 2.9 3.1 0.7
C -0.3873 0.4219 0.7162 0.1 -0.4 -0.4
C 0.7713 -0.0587 -2.1512 1.4 -1.7 -2.5
H 1.7164 -3.2492 0.5747 0.0 -0.1 -1.0
H 0.2899 2.1929 -3.1429 0.1 -0.8 -0.8
H -1.6058 3.0672 0.3412 0.2 -1.2 -0.6
H -0.4352 -3.3089 1.3657 0.5 -0.1 -1.0
H 1.1594 -1.7622 3.5497 0.2 0.4 -0.3
H -3.3082 0.9323 -0.2743 0.7 0.0 0.0
H 1.8061 -1.2303 2.2631 -0.2 -0.1 0.1
H 0.3310 0.2064 1.5719 -0.9 -0.7 -1.4
H -0.4361 1.8941 -0.8266 0.0 -0.3 -0.6
H -2.6753 2.8150 1.5774 -0.2 0.4 1.5
H 0.3573 1.7999 3.1483 -0.1 -0.1 0.0
H -0.5574 3.2293 -2.7933 -0.9 0.3 -0.6
H -0.3137 -2.2200 -3.0409 -0.9 0.8 0.5
H -1.3961 -3.8653 0.1573 0.9 -0.1 -0.1
H 1.9987 0.2924 -0.5757 0.0 0.1 -0.7
H -0.1992 0.2878 -2.5873 0.2 0.5 1.1
H -2.0711 0.5034 1.9349 -0.3 -0.1 -0.1
H -1.5065 -1.3622 -2.5757 0.4 0.0 0.2
H -1.1611 1.9183 3.2443 0.6 0.1 -0.2
H 4.1466 -1.0784 -0.3024 -0.1 0.0 -0.1
H 2.7719 -1.6283 0.2221 0.5 -0.2 0.0
H -0.8047 -0.3692 0.0692 1.0 -0.8 0.9
H 0.8678 2.1297 0.2960 -1.0 -0.6 -0.2
H 0.8962 -2.0399 -0.3909 0.3 -0.2 -1.1
H 1.3851 -0.0582 -3.1047 0.1 0.5 0.5
```
Forces are in eV/Å.

---

# 2
Below is a cluster of 8 separate species, C4H25N3O8 in total at a distorted geometry, with properties calculated with ωB97M-V with the def2-TZVPD basis set.

SMILES: CNCC(=O)NCN.O.O.O.O.O.O.O
Multiplicity: 1
Net charge: 0
LUMO energy: 0.11 eV

The geometry in XYZ format:
```
40
Properties=species:S:1:pos:R:3:forces:R:3
O -1.4684 -3.2935 -2.7912 0.3 -1.0 0.4
O 1.6849 -0.7434 1.3485 0.2 0.1 0.7
O -3.4363 -2.2585 0.2152 0.5 -0.2 0.2
O 4.2803 2.1117 -1.3005 0.2 -1.1 -0.7
O -4.3841 -0.3932 2.0828 0.3 2.2 0.7
O 3.9210 1.9745 1.5002 -0.3 0.1 1.0
O -0.8702 -0.9062 -1.1979 0.4 -0.9 -0.2
O -0.8491 -2.2609 3.8434 0.4 0.5 -2.7
N 1.7633 0.3509 -1.2766 -0.6 1.7 0.3
N -1.0058 2.6341 1.4577 -0.2 -0.1 0.0
N -1.6764 0.9041 -0.2376 -1.2 -1.3 1.1
C -1.9343 2.2600 0.3871 3.2 -0.6 -0.8
C -0.6982 0.2855 -0.9904 -1.4 1.4 0.1
C 0.4810 1.0850 -1.5496 0.9 -1.4 0.5
C 1.9835 -0.8375 -2.0364 -0.3 -2.2 -1.2
H 2.4655 -0.6755 1.9333 -0.5 -0.1 -0.5
H 3.4789 1.5717 -1.4402 -0.8 0.3 0.6
H -2.9319 -2.8376 0.8023 -0.5 -0.1 0.1
H 1.6913 0.1183 -0.2894 0.6 0.0 -0.1
H -0.4277 -1.5097 3.3745 0.2 0.5 1.4
H -4.3700 -0.8454 1.2533 -0.1 -1.4 -0.3
H -4.6416 -0.8949 2.8499 -0.1 -0.7 -0.3
H 4.8614 1.5235 -1.8103 0.5 0.6 0.2
H 1.9255 -0.7197 -3.1495 0.2 0.5 0.9
H -2.0698 -2.9788 -3.4572 -0.1 0.5 -0.2
H 1.7012 -1.6087 0.9311 0.2 -0.2 0.1
H -2.7170 -1.9269 -0.3325 0.1 0.2 -0.7
H 1.2056 -1.6021 -1.8323 0.4 0.2 -0.1
H -1.2180 2.2191 2.3454 -0.6 -0.2 0.3
H -2.2906 0.1168 0.1486 1.0 1.8 -0.6
H 3.9446 2.8747 1.8630 0.1 -0.5 -0.4
H 0.4541 1.2259 -2.6321 -0.5 0.2 0.2
H -2.9353 2.2360 0.7302 -0.9 0.0 0.4
H 4.4039 1.9751 0.6707 0.0 0.3 -0.5
H 2.9564 -1.3534 -1.8336 -0.5 0.9 0.1
H -0.0352 2.3705 1.3121 -0.2 0.2 -0.6
H 0.5066 2.0055 -0.9813 0.2 0.5 -0.3
H -1.0206 -2.6410 2.9469 -0.5 -0.9 1.3
H -1.7983 3.0149 -0.3934 -0.3 -0.2 0.0
H -0.9303 -2.5707 -2.4645 -0.2 0.5 -0.1
```
Forces are in eV/Å.

---

# 3
Below is a cluster of 9 separate species, C4H25NO11 in total at a distorted geometry, with properties calculated with ωB97M-V with the def2-TZVPD basis set.

SMILES: N[C@@H](CO)CC(=O)O.O.O.O.O.O.O.O.O
Multiplicity: 1
Net charge: 0
LUMO energy: -0.09 eV

The geometry in XYZ format:
```
41
Properties=species:S:1:pos:R:3:forces:R:3
O -1.5145 -4.8494 -1.3142 1.7 0.6 2.2
O 3.1455 -0.5779 3.2790 -0.6 0.2 2.6
O 0.2924 -3.0340 0.2333 3.6 -0.5 -11.5
O -0.8919 -2.0042 -2.6285 1.6 -1.5 0.1
O -3.4771 1.6077 -1.7540 2.6 1.4 -1.9
O 0.9286 2.1758 -2.1829 -0.8 -3.0 -1.0
O -0.1093 4.7078 -0.4659 1.1 0.5 0.7
O -0.3169 -0.1408 -4.3460 -0.9 3.1 -0.7
O 0.8082 2.2862 0.4976 -0.1 1.2 -1.9
O -0.2668 -1.5114 3.0585 -3.4 -3.4 2.7
O -0.3846 -0.2150 4.9244 -0.6 -0.1 0.1
N -0.3912 -0.1820 0.2256 1.0 0.6 -0.4
C 0.6468 0.1008 1.2861 -1.0 0.7 0.3
C 0.0082 0.6955 2.5849 1.7 0.2 2.8
C -0.2942 -0.3555 3.7484 1.8 2.0 -3.1
C 1.6596 1.2125 0.8883 -1.7 -1.1 -3.2
H 1.1876 3.0653 -2.3337 0.5 1.1 -1.1
H -1.1426 -1.5262 -1.8347 0.1 0.1 0.4
H 0.7635 1.4221 3.0883 -1.4 -1.1 -0.9
H -1.5185 -4.3336 -2.1157 0.1 0.5 -0.2
H 3.3535 -0.6675 2.3937 0.6 -0.1 -3.0
H -0.2791 -1.0856 -4.3608 -0.9 -0.6 0.2
H -1.3442 -0.1210 0.5631 0.2 0.1 0.2
H 1.0781 -0.8874 1.3351 0.8 0.2 1.2
H -0.9173 -2.1076 3.6274 2.2 1.0 -1.5
H -3.4765 1.9298 -2.6958 0.0 -0.5 1.5
H 0.6402 2.3003 -0.5372 0.9 -0.7 2.8
H -4.3197 1.2708 -1.6169 -2.5 -1.0 0.4
H 0.8679 1.5566 -2.9988 0.1 1.9 1.7
H 0.4708 4.1371 0.0717 -0.2 0.4 0.2
H -1.2367 0.2481 -4.5064 2.0 -1.7 0.3
H 2.3233 1.5023 1.6859 0.2 0.0 0.2
H -0.5655 4.0672 -0.9765 -1.1 -0.7 -0.8
H 0.0676 -2.9880 1.0382 -2.5 1.7 9.5
H 0.0082 -2.4010 -2.4325 -1.7 0.7 -0.1
H 3.4332 -1.4134 3.6513 0.0 -0.1 0.3
H -0.8394 -4.3840 -0.6731 -1.8 -1.0 -2.0
H 2.1902 0.9042 -0.0552 0.2 0.1 1.0
H -0.8900 1.2786 2.4045 -0.1 0.0 -0.2
H -0.2869 0.5117 -0.5063 -0.4 0.1 0.0
H 0.5893 -2.1947 -0.2500 -1.3 -1.4 2.1
```
Forces are in eV/Å.

---

# 4
Below is a cluster of 8 separate species, C4H25NO8 in total at a distorted geometry, with properties calculated with ωB97M-V with the def2-TZVPD basis set.

SMILES: COC[C@H](C)N.O.O.O.O.O.O.O
Multiplicity: 1
Net charge: 0
LUMO energy: 0.34 eV

The geometry in XYZ format:
```
38
Properties=species:S:1:pos:R:3:forces:R:3
O -34.2164 -5.2510 29.5074 0.0 -0.1 -0.1
O -32.7971 -2.7466 30.8869 0.1 0.2 0.0
O -34.0850 1.3703 26.7861 0.7 -0.1 -0.7
O -35.9771 -2.7927 29.0690 -0.1 0.1 0.3
O -38.0217 -1.6329 31.4401 -0.3 0.1 0.0
O -35.3291 -1.4850 31.5573 0.2 0.0 0.1
O -38.7855 -3.8740 29.8069 -0.1 0.6 0.1
O -34.0244 -2.0588 27.1253 0.1 -0.1 -0.3
N -33.3098 4.3696 24.7332 -0.5 0.5 0.0
C -34.4069 1.0383 28.1023 0.4 -0.3 0.8
C -33.9032 2.7409 26.5195 -1.3 0.9 0.8
C -32.1845 2.2081 24.7558 1.3 0.3 -0.1
C -33.4550 2.9690 25.0972 0.5 -0.9 -1.0
H -38.1760 -3.3789 29.2358 0.3 -0.3 -0.1
H -33.5246 -1.3753 26.6639 -0.1 0.1 0.0
H -31.8606 2.4130 23.7309 -0.3 0.2 -0.1
H -35.4668 -2.4171 28.3352 0.1 0.0 0.0
H -36.2872 -1.6837 31.5885 -0.1 0.2 0.2
H -35.4762 1.1099 28.3161 0.0 0.0 -0.1
H -38.4186 -2.3607 30.9282 0.1 -0.2 0.1
H -31.3910 2.6619 25.3614 0.2 -0.5 0.2
H -33.8535 1.6095 28.8586 -0.1 0.5 -0.2
H -33.2878 3.2390 27.2816 0.8 -0.3 -0.2
H -34.7255 -4.4294 29.4863 -0.1 0.0 0.0
H -39.6680 -3.6164 29.5164 0.0 -0.1 -0.1
H -32.5603 -2.9910 31.7865 0.0 0.0 0.0
H -38.6850 -1.3781 32.0885 0.1 0.0 0.0
H -35.6955 -2.2849 29.8512 0.0 -0.1 -0.4
H -33.8845 -2.8604 26.6086 0.0 0.0 0.1
H -33.3610 -4.9774 29.8494 0.0 0.1 0.1
H -33.5310 -2.1218 30.9924 0.0 -0.3 0.0
H -32.9499 4.4103 23.7891 -0.1 0.1 -0.1
H -34.8559 3.2613 26.6976 -0.2 0.0 -0.4
H -32.1672 1.1198 24.8127 -0.3 0.1 0.5
H -34.1903 2.5559 24.3987 -0.5 0.2 0.4
H -35.2136 -0.7050 32.1074 -0.1 0.0 -0.1
H -32.6713 4.9331 25.2810 0.1 -0.4 0.4
H -34.0426 0.0268 28.2806 -0.4 -0.1 -0.1
```
Forces are in eV/Å.

---

# 5
Below is a cluster of 9 separate species, C4H26NO8 in total at a distorted geometry, with properties calculated with ωB97M-V with the def2-TZVPD basis set.

Multiplicity: 1
Net charge: +1
LUMO energy: -2.68 eV

The geometry in XYZ format:
```
39
Properties=species:S:1:pos:R:3:forces:R:3
O -3.5615 2.9684 0.4903 0.8 1.8 -0.8
O 0.5804 -1.9538 3.3128 -0.4 0.7 -0.6
O -1.5184 2.7427 2.1591 1.0 -4.6 -1.1
O -0.3752 3.0692 -0.1673 1.1 2.1 -0.5
O 3.1945 0.6338 -1.0173 0.3 2.8 0.4
O 4.0525 -1.4972 0.2158 1.4 -0.3 -2.7
O -2.8120 2.1514 -2.0982 4.2 -0.1 1.4
O 2.8313 -1.1402 2.3968 -2.5 -3.2 1.1
N 0.3566 0.9811 -1.4674 -0.6 -1.6 -1.3
C -0.4990 -0.2101 -1.1147 -1.1 -1.0 0.9
C 0.0583 -1.4296 -0.9901 -0.3 1.4 0.7
C -0.7890 -3.6114 -1.5456 1.6 -1.3 -3.1
C -0.5881 -2.6365 -0.4160 -3.1 0.4 0.8
H 3.7017 -1.5161 1.0765 -1.0 0.0 2.3
H 0.4961 1.0706 -2.5100 -0.9 0.5 1.3
H -1.4585 -4.4765 -1.4325 -0.1 0.7 0.3
H -0.9950 -3.0930 -2.5503 -0.5 -0.4 1.7
H -1.6212 -2.4151 0.0604 1.3 0.2 -1.1
H 0.0940 3.8976 0.1044 -0.2 -0.9 -0.9
H -3.3836 3.0268 -0.4680 0.6 0.4 0.4
H -2.1392 2.8757 -2.2529 -1.9 -0.9 -0.1
H -1.6553 -0.0691 -0.8478 3.0 0.3 -0.7
H 2.9838 -0.2558 2.3870 1.2 4.2 0.0
H -3.6633 2.2910 -2.3977 -2.4 1.1 -1.6
H -4.0397 2.1854 0.4444 -1.8 -2.4 0.5
H 3.6002 -2.2230 -0.2141 0.1 -0.3 -0.3
H 1.0755 -1.6346 -1.2887 0.4 0.4 -0.1
H 3.6604 1.3873 -0.5602 -1.0 -0.6 -1.0
H 0.1771 -4.0998 -1.9088 -0.7 0.5 1.0
H 1.8796 -1.1686 2.7399 1.6 -0.7 -0.5
H 0.0242 1.8152 -0.8975 0.2 0.3 -0.9
H 1.3273 0.8299 -1.1881 0.7 -0.5 0.6
H -0.3181 -1.6401 3.2984 -0.5 0.4 -0.1
H -1.6341 3.5786 2.4493 -0.8 4.3 1.7
H -0.8319 2.9052 0.6546 -1.1 -0.7 1.5
H -2.3879 2.4381 1.8622 0.0 0.4 -0.1
H 3.7582 -0.0602 -0.6839 0.2 -1.8 0.4
H -0.1211 -3.0079 0.4972 0.9 -0.2 -0.5
H 0.5402 -2.7097 3.8679 0.3 -1.2 0.9
```
Forces are in eV/Å.

---

# 6
Below is a cluster of 9 separate species, C4H27N2O10 in total at a distorted geometry, with properties calculated with ωB97M-V with the def2-TZVPD basis set.

Multiplicity: 1
Net charge: +1
LUMO energy: -2.61 eV

The geometry in XYZ format:
```
43
Properties=species:S:1:pos:R:3:forces:R:3
O 1.0654 1.4396 1.4385 -0.3 1.7 -0.7
O 4.1210 -0.6508 0.2744 -3.3 -3.3 3.2
O 2.0252 -0.4336 -3.6188 -2.5 -0.7 3.0
O -3.4490 3.2163 1.2968 0.6 1.2 2.4
O 1.2536 3.7465 1.2270 -0.1 -2.2 2.9
O -2.0890 0.7614 3.1098 -3.3 1.5 -0.3
O -2.7396 -2.0757 1.5652 0.4 1.0 -0.4
O 1.0110 -2.2244 2.2767 -3.8 4.2 0.6
O 2.1580 -3.6162 -0.6207 -0.1 1.0 0.9
O -0.5894 -3.0248 -1.2786 1.9 -2.4 0.1
N -1.6002 -0.4656 -0.5048 1.1 -5.0 -0.2
N 0.4343 1.3257 -1.1568 -1.8 -1.4 -2.8
C -2.0991 0.7129 -1.1006 0.6 4.1 0.2
C -0.8912 1.4984 -1.8739 0.3 -5.4 0.2
C 1.0747 2.4536 0.7692 1.3 1.8 0.0
C 0.9941 2.5720 -0.7489 -2.8 -0.5 -0.2
H -3.2348 -2.8458 1.7435 -1.7 -1.3 0.0
H -0.9119 -1.1530 -1.1643 -2.7 1.6 1.5
H 1.8084 -2.4276 2.6556 3.2 -1.2 1.4
H 1.3534 3.6262 2.2410 -0.2 0.6 -2.1
H 1.8197 2.7830 -1.3492 2.4 0.3 0.1
H -2.5929 1.3793 -0.2867 1.0 -1.2 -1.1
H 2.6249 -3.3800 0.2052 -0.3 -0.2 -0.7
H -2.8768 0.4954 -1.8009 -0.4 -0.3 -0.5
H -0.8074 0.8916 -2.8586 -0.2 1.4 1.3
H -0.9489 -0.3224 0.2513 0.3 0.9 0.5
H 2.4000 -0.0800 -4.3590 1.7 1.4 -3.1
H -2.7806 0.4529 3.7433 1.6 -0.1 -0.7
H -1.2514 0.3853 3.1498 1.8 -1.3 0.9
H 0.3126 3.3533 -1.2154 0.6 -0.2 1.8
H -2.9873 3.4391 0.5099 0.5 0.4 -1.3
H 4.2214 -1.3300 1.0632 -0.1 2.3 -2.5
H -1.9078 -2.3799 1.9031 1.3 0.2 0.3
H 1.0791 0.7789 -1.7709 -0.8 0.7 0.7
H 0.1320 -3.0671 -0.5521 -1.3 -0.2 -1.9
H 0.8154 -1.3233 2.8070 0.5 -2.9 -2.0
H 2.5016 -4.4573 -0.8869 0.4 -0.8 -0.2
H -1.2440 2.4683 -2.0072 -0.1 1.8 -0.5
H 4.9578 -0.3623 0.0825 3.4 1.0 -0.6
H -2.9973 3.8332 1.9633 -1.1 -1.5 -1.2
H -0.4041 -3.8874 -1.8468 -0.5 2.9 1.8
H -2.3882 -1.0582 -0.0478 1.6 0.6 -0.9
H 2.6272 -1.0473 -3.2269 0.7 -0.6 0.2
```
Forces are in eV/Å.

---

# 7
Below is a cluster of 9 separate species, C4H27N3O8 in total at a distorted geometry, with properties calculated with ωB97M-V with the def2-TZVPD basis set.

SMILES: N/C=C(\N)CCN.O.O.O.O.O.O.O.O
Multiplicity: 1
Net charge: 0
LUMO energy: 0.28 eV

The geometry in XYZ format:
```
42
Properties=species:S:1:pos:R:3:forces:R:3
O -1.7004 0.2914 -2.4657 0.2 0.5 0.0
O -4.0874 -0.3963 -1.3656 1.3 0.5 -1.2
O 0.8187 2.1792 3.1701 0.3 0.6 0.2
O 2.9556 -0.2534 -1.8183 -1.5 -1.6 1.1
O 1.4163 2.9826 0.7718 -0.4 -1.5 0.2
O 2.3869 0.0730 2.6913 0.9 0.4 -0.3
O 3.4074 1.1489 0.4638 0.9 -0.3 0.5
O -4.4401 0.0956 1.2632 -0.1 0.5 1.8
N -1.5494 0.5516 1.7224 -1.3 0.3 0.9
N 0.2536 0.5159 -0.5118 0.7 -0.4 -0.4
N 0.6064 -1.8451 -2.4660 0.1 0.3 0.8
C 0.0167 -0.6529 0.3159 0.0 0.7 0.3
C -0.8922 -0.6060 1.3036 0.4 -0.2 -0.2
C 0.8042 -1.8829 0.0034 1.0 -0.2 -0.5
C 0.2883 -2.6178 -1.2407 -0.5 -1.0 -0.3
H 2.2517 -0.9198 -2.1068 0.6 0.6 0.1
H -1.7697 1.1024 -2.9996 0.1 -0.4 0.4
H -0.0770 -1.1015 -2.5932 0.0 -0.1 -0.1
H 3.2040 0.6643 -0.3342 0.2 -0.7 -0.6
H 1.5249 1.4876 3.2204 -0.6 -0.3 0.0
H -4.2500 -0.0308 0.3471 0.3 -0.3 -1.6
H -3.1860 -0.1927 -1.7972 -1.1 -0.5 0.8
H 0.5685 -2.4200 -3.2833 -0.1 -0.4 -0.4
H -0.0393 1.7648 3.0101 0.1 -0.5 0.0
H -2.4760 0.3994 2.2018 1.4 0.1 -1.0
H 1.2145 2.7278 1.7289 0.0 0.4 -0.3
H -0.8203 -2.8615 -1.1528 1.1 0.6 0.0
H 1.6466 -0.3708 2.2684 -0.1 -0.1 -0.2
H 1.5620 3.9060 0.7484 0.2 1.4 0.0
H -1.6512 1.2835 1.0208 0.0 -0.4 0.1
H -1.0732 -1.5094 1.8845 0.0 0.3 0.0
H 0.8297 -2.5729 0.8526 -0.3 0.1 0.0
H -5.1165 -0.5440 1.4686 -0.3 -0.2 0.1
H 0.7702 -3.6172 -1.3219 0.0 0.7 0.0
H 2.9452 0.4438 1.9331 -0.7 -0.6 0.6
H 1.9016 -1.6194 -0.1570 -1.3 -0.3 0.1
H -1.0730 0.4926 -1.6983 -0.1 0.1 -0.4
H 0.2863 1.3873 0.0229 0.1 -0.2 -0.1
H -4.6609 0.1330 -1.9325 -0.3 -0.1 0.2
H 2.7423 1.8275 0.4731 -0.7 1.2 0.2
H 3.3022 0.1183 -2.5944 0.8 0.8 -1.7
H 1.1586 0.4379 -1.0468 -1.3 0.1 0.9
```
Forces are in eV/Å.

---

# 8
Below is a cluster of 9 separate species, C4H27NO10 in total at a distorted geometry, with properties calculated with ωB97M-V with the def2-TZVPD basis set.

SMILES: CNC(CO)CO.O.O.O.O.O.O.O.O
Multiplicity: 1
Net charge: 0
LUMO energy: 0.32 eV

The geometry in XYZ format:
```
42
Properties=species:S:1:pos:R:3:forces:R:3
O 0.7109 -4.3839 -0.1986 0.1 0.6 0.0
O 2.9328 -0.7701 -2.2871 1.9 0.5 0.1
O 1.6497 -0.9956 0.9548 0.8 -1.6 2.9
O -3.9874 0.3363 -0.8458 0.7 -1.3 1.6
O 2.9439 -0.2609 3.3601 -1.3 2.1 -0.2
O -1.9470 -0.2486 -2.5355 -1.5 -2.0 -1.2
O -2.6631 -0.6655 2.1709 2.7 -1.6 -0.8
O -1.2416 -2.7410 -1.8816 -0.1 -2.1 0.6
O 0.7461 2.4263 3.1681 1.7 -2.7 0.4
O -0.0203 -1.2068 -3.9830 1.3 0.1 -0.2
N 0.1833 1.9333 -0.1672 1.0 2.3 1.5
C 0.4409 -0.2350 0.8076 2.7 -1.6 -3.0
C -0.0791 1.7564 2.1916 1.4 2.1 0.8
C 0.7141 3.3202 -0.3047 1.9 -0.3 0.4
C 0.7907 1.2365 1.0146 -4.0 -0.3 -0.9
H 0.2387 -0.5999 -0.2567 -0.2 1.6 0.8
H 2.0371 0.0474 3.6113 0.8 -0.7 0.3
H -3.1779 0.2288 -1.3508 0.4 -0.2 -0.4
H -1.5210 -3.3669 -1.1646 0.5 1.0 -1.1
H -1.6357 0.3122 -3.2349 0.7 0.7 -0.3
H -2.1812 -1.0578 -3.1165 0.4 1.7 1.5
H 0.1420 4.1331 0.1961 0.0 -0.7 -0.2
H -0.6688 2.5484 1.7700 -1.0 -0.2 -0.1
H -0.6319 1.0220 2.7608 -0.3 -0.3 -0.4
H 0.1387 -4.5826 0.5225 -0.9 -1.6 0.9
H -4.4579 0.9607 -1.3378 -1.3 1.5 -1.0
H 0.6368 3.3202 3.3889 -0.9 1.7 -0.2
H -1.5065 -1.8623 -1.6597 -0.2 0.9 0.6
H 0.7916 -3.4744 0.0933 0.9 1.0 -0.8
H 0.1010 1.4580 -1.0177 0.4 -1.1 -1.1
H 1.7158 3.2376 0.2563 -1.1 0.9 -0.9
H -0.0627 -2.0815 -3.5929 -0.5 -0.5 0.2
H 1.8554 -1.2104 1.9486 -0.3 0.9 -2.7
H -3.3418 -0.2578 2.6423 -2.0 1.1 0.3
H 2.6661 -1.0514 -1.4107 -0.3 -0.2 0.5
H -2.7560 -0.6818 1.2117 -0.9 0.6 0.4
H 3.1825 0.6063 2.9382 0.4 -1.2 0.3
H -0.3475 -0.7066 1.3097 -1.2 0.1 1.6
H 0.8961 -0.9796 -3.7360 -0.3 0.3 -0.3
H 1.8485 1.4176 1.2569 -0.2 -0.1 -0.6
H 3.9057 -0.5727 -2.1418 -1.8 -0.3 -0.5
H 0.9592 3.6917 -1.3506 -0.5 -0.9 1.1
```
Forces are in eV/Å.

---

no.,DFT total energy (eV),HOMO level (eV)
1,-25960.61249,-4.6
2,-25403.69699,-9.3
3,-28564.00208,-10.0
4,-22423.72697,-9.4
5,-22432.79763,-13.4
6,-28033.41026,-12.2
7,-25438.11560,-7.8
8,-26548.51987,-8.9